[1]
Below is a 12-piece molecular cluster, C24H66N6O30S6 overall at a distorted geometry, with properties calculated with the ωB97M-V functional and the def2-TZVPD basis.

Each line ends with the Löwdin charge.
Positions of all 132 atoms, in Å:
C1 -4.612442 3.246071 0.381865  -0.062
C2 -5.289179 4.536808 0.807248  -0.249
O1 -5.085155 5.503191 -0.242099  -0.254
S1 -5.387706 7.027030 0.076203  0.554
C3 -3.811045 7.567233 0.677897  -0.115
O2 -5.666399 7.639279 -1.169608  -0.259
O3 -6.327301 7.116572 1.149502  -0.277
H1 -4.694436 3.102958 -0.695959  0.077
H2 -5.085013 2.428420 0.925526  0.079
H3 -3.541754 3.282419 0.586765  0.051
H4 -6.357248 4.389890 0.954369  0.121
H5 -4.839122 4.891925 1.736751  0.119
H6 -4.034049 8.468065 1.242805  0.073
H7 -3.146605 7.752174 -0.163376  0.066
H8 -3.343273 6.772948 1.254577  0.047
C4 -4.611561 -4.852103 -3.251123  -0.062
C5 -3.571701 -3.964647 -2.635053  -0.281
O4 -2.336902 -4.126469 -3.341183  -0.227
S2 -1.217510 -3.040877 -3.107774  0.553
C6 -1.542021 -1.962716 -4.465629  -0.099
O5 -1.478380 -2.359823 -1.869431  -0.297
O6 0.038374 -3.687735 -3.267575  -0.249
H9 -4.316117 -5.904801 -3.230334  0.087
H10 -4.778894 -4.636986 -4.308312  0.083
H11 -5.555595 -4.827722 -2.708064  0.086
H12 -3.929886 -2.933076 -2.547867  0.112
H13 -3.421997 -4.249348 -1.588253  0.108
H14 -1.531582 -2.635850 -5.323412  0.080
H15 -0.700648 -1.278243 -4.539148  0.072
H16 -2.516245 -1.494422 -4.383159  0.070
C7 1.968340 4.294389 3.168007  -0.066
C8 0.600492 4.309379 3.782530  -0.278
O7 0.224949 2.968880 4.106712  -0.240
S3 -1.288949 2.731104 4.522352  0.561
C9 -2.011209 2.442224 2.954295  -0.126
O8 -1.347591 1.541105 5.292867  -0.266
O9 -1.785794 3.938916 5.099347  -0.266
H17 1.977647 3.557239 2.359276  0.046
H18 2.719850 3.917232 3.863585  0.086
H19 2.234877 5.261639 2.750879  0.078
H20 0.551959 4.981529 4.643132  0.125
H21 -0.132179 4.765648 3.104472  0.100
H22 -3.089444 2.538479 3.038905  0.078
H23 -1.733729 1.462480 2.573397  0.041
H24 -1.597796 3.150405 2.233683  0.041
C10 4.983430 -0.174764 4.348865  -0.055
C11 4.699384 -0.907513 3.050520  -0.251
O10 5.481183 -0.270176 2.016545  -0.246
S4 4.748575 0.366578 0.775038  0.558
C12 3.740311 1.577919 1.579904  -0.121
O11 5.744948 1.017233 -0.002920  -0.261
O12 3.902200 -0.629200 0.192781  -0.274
H25 4.768920 0.888519 4.234753  0.066
H26 6.062303 -0.187735 4.536828  0.084
H27 4.507651 -0.600755 5.228604  0.083
H28 4.972830 -1.955583 3.137537  0.129
H29 3.639206 -0.819636 2.828062  0.063
H30 4.357030 2.048953 2.337340  0.072
H31 2.904854 1.028686 2.015601  0.061
H32 3.330030 2.266300 0.846894  0.051
C13 2.412766 -1.437769 -2.844414  -0.045
C14 3.128673 -2.728401 -2.444970  -0.272
O13 4.339806 -2.913854 -3.198049  -0.232
S5 4.483468 -4.294818 -3.972026  0.547
C15 3.469079 -4.012425 -5.396259  -0.108
O14 5.824670 -4.395577 -4.374933  -0.252
O15 3.888482 -5.329057 -3.182260  -0.278
H33 1.468383 -1.551620 -2.311436  0.059
H34 2.295524 -1.240314 -3.907270  0.086
H35 3.031120 -0.653759 -2.407504  0.053
H36 3.399935 -2.623034 -1.392450  0.109
H37 2.433275 -3.565849 -2.464229  0.079
H38 3.962867 -3.268836 -6.013628  0.075
H39 2.473061 -3.745129 -5.053919  0.059
H40 3.471749 -4.968809 -5.917121  0.075
C16 0.224860 -8.094240 1.408511  -0.063
C17 0.720130 -6.756659 0.942304  -0.276
O16 0.136391 -5.693980 1.714564  -0.246
S6 -0.594225 -4.524024 0.930007  0.565
C18 0.825267 -3.592032 0.405711  -0.081
O17 -1.316676 -5.099616 -0.159131  -0.271
O18 -1.305892 -3.764913 1.903964  -0.271
H41 -0.852281 -8.063971 1.593471  0.086
H42 0.680782 -8.413411 2.344638  0.080
H43 0.317891 -8.855259 0.634291  0.084
H44 1.809332 -6.649431 0.954119  0.128
H45 0.539578 -6.664359 -0.133739  0.116
H46 1.258825 -4.037418 -0.482306  0.069
H47 1.515150 -3.675332 1.246662  0.068
H48 0.499157 -2.556185 0.377584  0.055
C19 0.073177 -1.836854 4.541718  0.077
N1 1.270639 -1.831013 3.637701  -0.403
O19 1.324417 -0.938348 2.807099  0.035
O20 1.976674 -2.821899 3.642810  0.067
H49 0.382703 -1.975707 5.570069  0.103
H50 -0.506347 -2.667850 4.142120  0.092
H51 -0.472125 -0.911953 4.387595  0.081
C20 0.568690 0.327107 -0.289776  0.062
N2 -0.108635 1.623607 -0.011423  -0.371
O21 0.583304 2.577787 0.306404  0.054
O22 -1.322367 1.647177 -0.066274  0.047
H52 1.586872 0.531284 -0.604052  0.063
H53 -0.005168 -0.120250 -1.096231  0.081
H54 0.544732 -0.237253 0.639256  0.075
C21 -3.249428 0.765740 -2.368725  0.039
N3 -2.337100 1.562909 -3.236098  -0.427
O23 -2.808369 2.476097 -3.875897  0.087
O24 -1.184153 1.172282 -3.331576  0.044
H55 -3.327539 1.288505 -1.421250  0.071
H56 -2.779306 -0.210409 -2.305301  0.060
H57 -4.218059 0.725764 -2.858084  0.106
C22 4.842978 2.151223 -3.269806  0.056
N4 3.458956 1.982223 -2.794193  -0.426
O25 2.588866 1.902020 -3.635033  0.077
O26 3.232624 1.902222 -1.598883  0.032
H58 4.841409 2.958031 -3.997861  0.101
H59 5.187629 1.224383 -3.717131  0.110
H60 5.491896 2.445901 -2.451244  0.093
C23 -3.542370 -1.869957 0.438672  0.060
N5 -3.048148 -0.782476 1.347344  -0.403
O27 -1.869323 -0.797829 1.643046  0.048
O28 -3.863788 -0.010478 1.803158  0.068
H61 -2.718516 -2.560013 0.335628  0.052
H62 -3.886812 -1.383385 -0.467302  0.082
H63 -4.384519 -2.310564 0.965767  0.110
C24 0.745386 5.739673 0.225030  0.049
N6 -0.705433 5.577845 -0.063081  -0.417
O29 -1.429346 5.191886 0.836574  0.036
O30 -1.095574 5.947789 -1.148585  0.091
H64 1.216722 6.285354 -0.581584  0.100
H65 1.246483 4.799499 0.415918  0.066
H66 0.714240 6.350376 1.127350  0.100

Atomic forces in eV per Å
C 0.2 0.3 0.0
C 0.3 -0.4 0.0
O -0.2 0.1 -0.1
S 0.5 -0.3 0.4
C 0.0 -0.1 -0.3
O -0.1 0.3 -0.6
O -0.1 -0.1 0.2
H -0.4 -0.1 0.0
H 0.2 -0.2 -0.1
H 0.0 -0.1 0.1
H 0.0 0.2 0.0
H -0.2 0.1 0.0
H 0.3 0.0 0.1
H -0.2 0.2 -0.1
H -0.3 0.1 0.4
C -0.1 -0.9 -0.6
C -0.9 -0.2 1.4
O 0.1 0.1 -0.1
S -0.4 0.3 0.5
C 0.6 -0.7 -0.3
O 0.0 0.3 0.0
O 0.2 -0.1 -0.4
H 0.3 0.1 0.1
H -0.1 0.3 0.1
H 0.0 0.4 0.0
H 0.4 0.1 -0.7
H 0.3 -0.2 -0.2
H 0.0 0.2 -0.1
H -0.2 0.3 0.1
H 0.0 0.2 0.2
C 0.2 -1.1 -0.3
C -0.4 1.4 -0.2
O 0.3 -0.3 0.3
S -0.3 0.3 -0.1
C 0.2 0.1 -0.6
O 0.3 -0.7 0.2
O -0.1 0.3 -0.1
H -0.1 0.2 -0.2
H 0.0 0.4 0.2
H 0.1 0.1 0.2
H 0.1 -0.5 0.3
H 0.1 -0.4 -0.2
H 0.0 0.0 0.0
H -0.1 -0.2 0.4
H -0.2 0.3 0.2
C 1.1 0.3 -0.2
C -0.5 0.3 0.8
O 0.5 -0.1 -0.1
S -0.5 0.2 0.3
C -0.3 -0.4 -0.1
O 0.4 -0.1 -0.1
O -0.2 -0.1 -0.3
H -0.4 -0.1 0.2
H 0.0 -0.2 0.0
H -0.3 0.0 -0.2
H 0.1 0.0 -0.4
H 0.0 -0.3 -0.3
H -0.1 0.3 0.0
H 0.0 0.1 0.2
H 0.2 0.0 -0.1
C 0.9 -0.6 0.8
C -0.7 0.6 0.4
O 0.0 -0.5 -0.1
S -1.4 0.2 0.5
C 0.4 -0.4 0.2
O 1.5 0.1 -0.4
O -0.1 -0.1 0.0
H -0.2 0.6 -0.2
H -0.2 -0.3 -0.1
H -0.4 0.4 0.0
H 0.3 0.0 -0.1
H 0.4 -0.3 -0.6
H -0.2 0.2 0.0
H -0.1 0.1 -0.2
H -0.2 0.0 -0.1
C -0.7 -0.3 0.4
C 0.8 -0.3 -1.2
O -0.3 0.1 0.1
S 0.7 -0.4 0.0
C -0.3 -0.1 0.9
O -0.2 0.1 -0.4
O 0.0 0.1 0.4
H 0.0 0.3 0.0
H 0.2 -0.1 -0.1
H 0.5 0.0 0.1
H 0.0 -0.1 0.7
H -0.7 0.3 0.2
H -0.1 0.3 -0.3
H 0.1 0.0 -0.1
H 0.1 0.0 -0.7
C 0.0 0.2 -0.4
N -1.1 -0.5 -0.5
O 0.5 0.0 0.3
O 0.2 0.5 0.2
H 0.1 -0.2 0.0
H -0.1 -0.1 0.3
H 0.1 0.1 0.1
C 0.0 0.3 -0.4
N 0.2 0.0 0.3
O -0.2 -0.2 -0.1
O 0.1 0.2 -0.1
H 0.0 0.1 0.1
H 0.0 -0.3 0.2
H -0.1 -0.1 0.0
C 0.1 0.1 -0.2
N 0.0 -0.3 -0.8
O 0.0 0.1 0.3
O -0.1 0.2 0.3
H 0.1 -0.1 0.1
H -0.1 0.0 0.4
H 0.0 0.1 0.0
C 0.7 0.7 0.1
N -0.8 -0.3 0.2
O 0.2 0.0 -0.2
O 0.4 0.2 -0.1
H -0.2 -0.2 -0.2
H -0.2 -0.1 0.0
H -0.2 -0.3 0.2
C 0.0 0.4 0.6
N 0.1 -0.6 0.4
O 0.0 0.2 -0.2
O -0.1 0.2 -0.2
H -0.1 -0.1 -0.4
H 0.1 -0.1 -0.1
H 0.0 -0.1 -0.1
C 0.0 0.6 0.5
N -0.1 0.2 -0.4
O 0.2 -0.2 0.1
O -0.1 -0.2 0.0
H -0.2 0.0 -0.2
H -0.4 -0.2 0.0
H 0.4 -0.1 0.0

Summary:
2S+1: 1
SMILES: CCOS(C)(=O)=O.CCOS(C)(=O)=O.CCOS(C)(=O)=O.CCOS(C)(=O)=O.CCOS(C)(=O)=O.CCOS(C)(=O)=O.C[N+](=O)[O-].C[N+](=O)[O-].C[N+](=O)[O-].C[N+](=O)[O-].C[N+](=O)[O-].C[N+](=O)[O-]
Total charge: 0
HOMO, eV: -10.97
Relative energy (zero: lowest compared OMol25 entry of this formula, charge and spin), eV: 0.000
Calculated total energy, eV: -161316.967

=====

[2]
Below is a 2-piece molecular cluster, C7H18 overall at a distorted geometry, with properties calculated with the ωB97M-V functional and the def2-TZVPD basis.

Each line ends with the Löwdin charge.
Positions of all 25 atoms, in Å:
C1 0.941595 0.814528 -1.500097  -0.079
C2 1.918850 0.362414 -0.380911  -0.477
C3 1.605347 -0.979759 0.258169  -0.102
C4 3.277139 0.182450 -1.085968  -0.107
H1 0.719807 -0.114211 -2.002158  0.075
H2 1.450992 1.644989 -2.004620  0.075
H3 -0.055063 1.147649 -1.222088  0.050
H4 1.963939 1.082433 0.458493  0.134
H5 1.210726 -1.730309 -0.442662  0.088
H6 2.511328 -1.201067 0.815061  0.080
H7 0.662889 -0.944373 0.814754  0.045
H8 3.385245 -0.761626 -1.639615  0.084
H9 3.505793 0.990245 -1.821122  0.081
H10 4.006600 0.102102 -0.296642  0.063
C5 -2.400912 -1.251965 1.392499  -0.128
C6 -1.918390 0.121687 1.006961  -0.330
C7 -2.968828 1.012470 0.358284  -0.126
H11 -2.653143 -1.767951 0.456780  0.082
H12 -3.082604 -1.403778 2.219382  0.071
H13 -1.543273 -1.859623 1.696666  0.060
H14 -1.485460 0.675973 1.882105  0.117
H15 -0.984964 0.008439 0.451557  0.050
H16 -3.332331 1.804310 1.046742  0.072
H17 -2.853199 1.589418 -0.578143  0.067
H18 -3.882083 0.475553 0.116572  0.058

Atomic forces in eV per Å
C 0.1 0.0 1.4
C -0.4 0.0 -1.0
C -1.6 0.4 -0.3
C 0.1 0.5 -0.2
H 0.4 0.0 -1.3
H -0.5 -0.6 -0.6
H 0.0 0.3 0.6
H 0.3 0.0 -0.6
H 1.3 -0.1 -0.4
H -0.5 -0.9 0.3
H 0.6 0.4 1.1
H -0.6 0.1 0.1
H 0.0 -0.4 0.8
H 0.8 0.3 0.1
C 1.3 -1.2 -0.6
C 1.1 1.4 1.0
C -1.5 1.3 -0.1
H -0.8 0.0 0.4
H -0.7 0.5 -0.3
H 0.3 0.2 0.2
H -0.7 -0.5 -0.3
H -0.5 -0.1 -0.7
H 0.3 -0.5 -0.1
H 1.1 -0.5 0.3
H -0.1 -0.5 0.2

Summary:
2S+1: 1
SMILES: CC(C)C.CCC
Total charge: 0
HOMO, eV: -10.90
Relative energy (zero: lowest compared OMol25 entry of this formula, charge and spin), eV: 1.289
Calculated total energy, eV: -7549.827

=====

[3]
Below is one molecule with the formula C2H2O3S at a distorted geometry, with properties calculated with the ωB97M-V functional and the def2-TZVPD basis.

Each line ends with the Löwdin charge.
Positions of all 8 atoms, in Å:
O1 -1.275855 -0.914671 -1.088937  0.123
C1 -0.722823 -0.396254 -0.142988  -0.540
O2 -1.337487 -0.112294 1.008597  0.130
C2 0.729538 0.049863 -0.133912  -0.766
O3 0.963445 1.337705 -0.354706  0.037
S1 1.966114 -1.001296 0.129409  0.761
H1 -2.248447 -0.446822 0.872988  0.147
H2 1.925515 1.483768 -0.290454  0.110

Atomic forces in eV per Å
O 0.9 0.5 1.0
C -0.6 0.2 -1.1
O -0.3 -0.3 -0.2
C 1.8 -0.8 0.2
O -0.8 0.1 0.0
S -1.0 0.3 -0.1
H 0.3 0.2 0.3
H -0.2 -0.2 0.0

Summary:
2S+1: 1
SMILES: O=C(O)C(O)=S
Total charge: 0
HOMO, eV: -9.58
Relative energy (zero: lowest compared OMol25 entry of this formula, charge and spin), eV: 0.652
Calculated total energy, eV: -19083.793